13
Properties=species:S:1:pos:R:3:forces:R:3 method="wB97M-V/def2-TZVPD" spin_multiplicity=1 lumo_energy_ev=3.24 charge=-1
C 1.723 1.502 1.556 -1.67 -2.07 -0.75
C -0.529 0.707 0.574 -2.06 -1.09 -3.18
C 0.881 1.005 0.472 1.36 -0.11 -0.04
C -1.049 -1.898 -1.241 0.61 1.03 -0.30
O 1.215 2.415 0.790 0.62 2.40 -0.30
O 2.279 1.294 2.567 1.26 0.57 1.28
Cl 1.741 0.397 -0.972 -0.51 0.45 0.67
Cl -0.795 -3.495 -0.572 0.22 -1.12 0.43
Cl -2.829 -1.871 -1.706 0.20 0.06 -0.54
Cl 0.127 -1.878 -2.826 -1.05 -0.19 0.25
H -0.607 -0.341 0.060 -0.53 0.96 1.08
H -1.102 1.333 -0.221 0.98 -0.76 1.24
H -1.056 0.829 1.518 0.56 -0.16 0.16

15
Properties=species:S:1:pos:R:3:forces:R:3 method="wB97M-V/def2-TZVPD" relative_energy_kcal_mol=123.18 spin_multiplicity=1 lumo_energy_ev=0.47 charge=0
C -2.963 0.221 -0.127 1.39 -1.72 -0.66
C -0.161 1.003 -0.050 2.51 4.77 1.07
C 1.693 -0.224 0.058 3.13 4.32 -1.43
H -3.145 1.322 0.129 0.45 -1.87 0.50
H -2.902 0.163 -1.199 0.28 0.30 -0.64
H -3.691 -0.552 0.055 -1.17 0.75 0.69
H -1.909 -0.565 1.443 1.60 -0.27 -1.89
H -1.101 1.671 -0.018 2.47 0.03 0.12
H 3.356 0.852 -0.095 -1.35 -4.29 1.11
H 0.508 -1.851 -0.730 0.23 -1.28 -0.79
N -1.735 -0.676 0.371 -4.68 1.41 2.00
N -0.595 -0.202 -0.146 3.07 -3.24 -1.19
N 1.199 1.193 0.050 -4.98 -2.22 -0.31
N 3.034 -0.290 0.094 -2.46 1.95 -0.99
N 0.593 -1.032 -0.208 -0.50 1.36 2.41

17
Properties=species:S:1:pos:R:3:forces:R:3 method="wB97M-V/def2-TZVPD" relative_energy_kcal_mol=104.63 spin_multiplicity=1 lumo_energy_ev="-6.94 / -6.94" charge=+1 smiles="CCN1N[N@@H+](Cl)NC1=O"
C -0.102 0.406 -1.529 -2.26 -1.54 1.84
C 0.994 -1.909 0.841 -1.38 1.45 1.23
C -0.269 -1.648 -0.033 2.66 0.12 0.47
N -0.418 1.742 -1.175 0.75 3.65 -2.25
N -1.026 0.850 0.710 1.34 -2.60 -6.16
N -0.466 -0.267 -0.357 -0.93 2.79 1.87
N -0.546 2.006 0.109 -0.23 0.25 4.06
O 0.098 -0.059 -2.603 0.79 0.66 0.26
Cl 1.243 2.924 0.785 -0.70 -0.77 -0.13
H 0.869 -1.236 1.804 0.68 -0.98 -1.96
H 1.007 -2.924 1.283 0.22 0.42 -0.84
H 1.819 -1.626 0.190 0.58 -0.25 0.78
H -0.257 -2.147 -0.977 0.42 -0.20 -0.91
H -1.038 -2.105 0.445 -3.00 -0.63 1.43
H -0.017 2.569 -1.692 -0.64 -1.35 0.32
H -0.842 0.570 1.631 1.02 0.25 1.88
H -1.050 2.852 0.569 0.68 -1.27 -1.91

Repeat the second record exactly.
15
Properties=species:S:1:pos:R:3:forces:R:3 method="wB97M-V/def2-TZVPD" relative_energy_kcal_mol=123.18 spin_multiplicity=1 lumo_energy_ev=0.47 charge=0
C -2.963 0.221 -0.127 1.39 -1.72 -0.66
C -0.161 1.003 -0.050 2.51 4.77 1.07
C 1.693 -0.224 0.058 3.13 4.32 -1.43
H -3.145 1.322 0.129 0.45 -1.87 0.50
H -2.902 0.163 -1.199 0.28 0.30 -0.64
H -3.691 -0.552 0.055 -1.17 0.75 0.69
H -1.909 -0.565 1.443 1.60 -0.27 -1.89
H -1.101 1.671 -0.018 2.47 0.03 0.12
H 3.356 0.852 -0.095 -1.35 -4.29 1.11
H 0.508 -1.851 -0.730 0.23 -1.28 -0.79
N -1.735 -0.676 0.371 -4.68 1.41 2.00
N -0.595 -0.202 -0.146 3.07 -3.24 -1.19
N 1.199 1.193 0.050 -4.98 -2.22 -0.31
N 3.034 -0.290 0.094 -2.46 1.95 -0.99
N 0.593 -1.032 -0.208 -0.50 1.36 2.41